# 1
DFT (ωB97M-V/def2-TZVPD) results for a molecular structure, C27H35ClN4P2W.

Summary:
**HOMO-LUMO gap (spin up / spin down)**: 3.41 / 3.58 eV
**Energy**: -67429.92838 eV
**ΔE to the lowest compared entry with this formula, charge and spin**: 48.9 kcal per mole
**Net charge**: +2
**Expectation value of S²**: 2.015
**Multiplicity**: 3
**HOMO (spin up / spin down)**: -12.56 / -12.56 eV

Cartesian coordinates (Å):
W 3.815 2.317 -1.525
C 1.485 -0.225 -1.121
C 2.679 0.176 -1.731
C 2.794 0.070 -3.257
C 2.617 1.385 -4.024
C 2.144 2.520 -3.109
C 0.841 2.375 -2.497
C -0.047 1.211 -2.643
C 0.182 -0.101 -1.772
C 2.392 2.507 -0.004
H 1.542 -0.599 -0.103
H 3.602 -0.187 -1.210
H 2.038 -0.676 -3.614
H 3.801 -0.353 -3.449
H 3.544 1.672 -4.550
H 1.880 1.229 -4.845
H 2.290 3.516 -3.568
H 0.444 3.262 -2.005
H -0.056 0.893 -3.697
H -1.073 1.546 -2.396
H -0.585 -0.142 -0.961
H 0.003 -0.970 -2.442
H 1.607 1.744 0.125
H 1.905 3.489 -0.121
H 3.005 2.484 0.924
P 4.916 4.221 -2.171
P 6.162 0.875 -2.819
N 4.229 5.462 -3.193
N 6.195 5.440 -1.354
N 6.344 0.720 -4.587
N 7.873 -0.086 -2.606
C 6.146 3.549 -3.348
C 7.010 2.481 -2.675
C 2.996 6.064 -3.008
C 2.771 6.921 -4.085
C 3.924 6.875 -4.923
C 4.817 5.981 -4.347
C 6.289 5.856 -0.035
C 7.149 6.964 0.045
C 7.598 7.240 -1.279
C 7.017 6.281 -2.105
C 5.373 0.140 -5.425
C 5.733 0.351 -6.740
C 6.970 1.074 -6.732
C 7.318 1.286 -5.411
C 8.725 -0.632 -3.560
C 9.895 -1.091 -2.955
C 9.767 -0.815 -1.555
C 8.544 -0.160 -1.385
H 6.804 4.361 -3.677
H 5.591 3.194 -4.230
H 8.014 2.466 -3.129
H 7.132 2.660 -1.603
H 2.402 5.835 -2.131
H 1.896 7.497 -4.261
H 4.116 7.393 -5.852
H 5.791 5.680 -4.681
H 5.736 5.344 0.737
H 7.407 7.520 0.932
H 8.243 8.039 -1.631
H 7.130 6.164 -3.178
H 4.540 -0.387 -5.019
H 5.175 0.001 -7.603
H 7.546 1.377 -7.590
H 8.200 1.762 -5.006
H 8.473 -0.644 -4.610
H 10.718 -1.563 -3.475
H 10.477 -1.077 -0.784
H 8.100 0.249 -0.484
Cl 5.238 1.379 0.099

=====

# 2
DFT (ωB97M-V/def2-TZVPD) results for a molecular structure, C27H35CrF5N4OP2Te.

Summary:
**HOMO-LUMO gap (spin up / spin down)**: 6.58 / 6.55 eV
**Energy**: -104450.37273 eV
**ΔE to the lowest compared entry with this formula, charge and spin**: 0.0 kcal per mole
**Net charge**: 0
**Expectation value of S²**: 6.081
**Multiplicity**: 5
**HOMO (spin up / spin down)**: -8.40 / -8.40 eV

Cartesian coordinates (Å):
Cr -0.564 -2.663 4.563
C -1.302 2.278 4.234
C -1.515 1.343 3.306
C -0.831 1.165 1.994
C 0.455 0.301 1.866
C 1.578 0.603 2.799
C 1.694 1.692 3.566
C 0.985 2.977 3.337
C -0.155 3.222 4.354
C 1.463 -2.613 5.038
H -2.025 2.367 5.054
H -2.248 0.550 3.535
H -0.648 2.135 1.518
H -1.576 0.635 1.395
H 0.165 -0.770 1.883
H 0.843 0.473 0.846
H 2.287 -0.215 2.910
H 2.390 1.708 4.414
H 0.620 3.106 2.317
H 1.702 3.781 3.518
H 0.239 3.130 5.385
H -0.535 4.256 4.250
H 1.871 -1.930 5.804
H 1.833 -2.241 4.065
H 1.797 -3.641 5.228
P 1.462 -1.118 -2.259
P -1.871 -0.657 -2.079
N 2.859 -0.075 -2.462
N 2.145 -2.389 -3.373
N -2.048 1.108 -2.230
N -3.489 -1.004 -2.694
C 0.474 -0.267 -3.577
C -0.956 -0.816 -3.672
C 3.630 0.354 -1.377
C 4.640 1.185 -1.845
C 4.510 1.263 -3.271
C 3.412 0.480 -3.623
C 2.378 -3.695 -2.929
C 2.807 -4.471 -4.002
C 2.859 -3.619 -5.151
C 2.459 -2.354 -4.732
C -1.826 1.924 -1.117
C -1.841 3.251 -1.509
C -2.092 3.273 -2.915
C -2.183 1.953 -3.335
C -4.328 -0.333 -3.594
C -5.379 -1.171 -3.934
C -5.186 -2.404 -3.229
C -4.031 -2.283 -2.485
H 0.960 -0.363 -4.555
H 0.473 0.809 -3.338
H -1.486 -0.283 -4.471
H -0.944 -1.884 -3.939
H 3.355 0.032 -0.382
H 5.384 1.684 -1.238
H 5.137 1.820 -3.954
H 2.979 0.314 -4.598
H 2.206 -3.939 -1.892
H 3.055 -5.524 -3.968
H 3.155 -3.892 -6.155
H 2.365 -1.451 -5.325
H -1.707 1.462 -0.156
H -1.677 4.099 -0.854
H -2.205 4.155 -3.536
H -2.364 1.566 -4.334
H -4.138 0.685 -3.903
H -6.192 -0.929 -4.606
H -5.829 -3.274 -3.274
H -3.529 -2.967 -1.811
F 0.313 -1.679 7.879
Te -0.839 -0.319 7.192
F -2.339 -1.222 7.919
F -1.992 1.122 6.772
F -0.571 0.675 8.818
F 0.671 0.560 6.434
O -1.163 -1.039 5.491

=====

# 3
DFT (ωB97M-V/def2-TZVPD) results for a gas-phase ion, C27H35F2 (charge +1).

Summary:
**HOMO-LUMO gap**: 5.94 eV
**Energy**: -33994.41371 eV
**Net charge**: +1
**HOMO**: -11.54 eV

Cartesian coordinates (Å):
C -5.182 -2.063 -0.837
C -4.745 -3.145 0.156
C -3.238 -3.256 0.426
C -2.357 -3.514 -0.798
C -0.847 -3.261 -0.594
C -0.267 -1.952 -1.227
C -0.311 -0.666 -0.506
C 0.679 -0.403 0.595
C -1.253 0.393 -0.898
C -2.704 -0.055 -1.260
C -3.645 -0.071 -0.062
C -5.056 -0.616 -0.332
H -4.656 -2.179 -1.792
H -6.245 -2.235 -1.057
H -5.241 -2.968 1.119
H -5.118 -4.113 -0.204
H -2.884 -2.374 0.977
H -3.092 -4.099 1.118
H -2.446 -4.587 -1.035
H -2.721 -2.981 -1.689
H -0.588 -3.305 0.475
H -0.315 -4.096 -1.083
H 0.799 -2.191 -1.406
H -0.704 -1.787 -2.224
H 0.152 0.225 1.328
H 0.864 -1.390 1.060
H -1.263 1.141 -0.090
H -0.864 0.942 -1.780
H -3.109 0.649 -2.002
H -2.684 -1.034 -1.758
H -3.182 -0.601 0.783
H -3.754 0.971 0.281
H -5.551 0.040 -1.062
H -5.626 -0.524 0.604
C 2.778 3.734 -4.310
C 2.483 2.852 -3.146
C 2.342 3.383 -1.873
F 2.543 4.735 -1.733
C 2.074 2.612 -0.744
C 2.117 1.217 -0.853
C 2.037 0.224 0.337
C 2.642 0.708 1.667
C 3.413 1.864 1.813
C 3.823 2.256 3.082
F 4.470 3.459 3.239
C 3.609 1.487 4.220
C 4.088 1.971 5.538
C 2.946 0.268 4.055
C 2.468 -0.106 2.801
C 2.195 0.669 -2.136
C 2.365 1.465 -3.265
H 2.703 3.152 -5.233
H 2.069 4.568 -4.358
H 3.792 4.156 -4.270
H 1.880 3.116 0.204
H 2.709 -0.606 0.029
H 3.681 2.493 0.961
H 3.989 1.176 6.279
H 5.138 2.275 5.478
H 3.505 2.833 5.881
H 2.807 -0.402 4.910
H 1.940 -1.055 2.724
H 2.119 -0.413 -2.267
H 2.431 1.017 -4.258